No. 1
The following is a DFT calculation (wB97M-V/def2-TZVPD) of a molecular structure, C13H4Cl5MnNO4.

The geometry in XYZ format:
```
28
Properties=species:S:1:pos:R:3
Mn 0.031 -0.476 0.191
Cl 4.653 -0.723 4.594
Cl 0.948 2.292 2.027
Cl 3.765 -3.205 2.890
Cl 1.385 -2.789 0.760
Cl 3.260 2.036 4.179
O 1.087 -0.062 -1.613
O -1.498 -0.495 1.256
O 0.899 0.510 -3.765
O -3.736 -0.242 1.336
N -1.398 0.019 -1.200
C 2.002 -1.508 1.770
C -2.629 0.100 -0.739
C 3.021 -1.680 2.688
C -3.352 0.820 -2.887
C 1.761 0.800 2.316
C -1.073 0.348 -2.446
C -2.030 0.759 -3.344
C 2.782 0.679 3.256
C 1.381 -0.297 1.579
C 3.408 -0.563 3.438
C -3.665 0.500 -1.573
C -2.699 -0.237 0.747
C 0.403 0.244 -2.596
H -4.673 0.564 -1.188
H -1.769 1.031 -4.358
H -4.134 1.138 -3.564
H 1.872 0.436 -3.752
```

As for the molecular weight: 470.38 g/mol. The total charge is +1. Its energy is -117153.0492 eV. Its multiplicity is 5.

Löwdin population analysis, charges in e, atoms 1 to 5: atom 1 (Mn): 0.998, atom 2 (Cl): 0.748, atom 3 (Cl): 0.732, atom 4 (Cl): 0.745, atom 5 (Cl): 0.771



No. 2
The following is a DFT calculation (wB97M-V/def2-TZVPD) of C8H15BO3 in the gas phase.

The geometry in XYZ format:
```
27
Properties=species:S:1:pos:R:3
O 0.014 -1.501 -0.757
O -0.296 0.538 0.710
O -2.136 -0.713 -0.316
C 1.412 1.213 -1.217
C 2.469 1.675 0.918
C -3.166 0.282 0.002
C 1.185 -1.727 -0.140
C -4.543 -0.335 -0.146
C 1.891 0.629 0.083
C 2.073 -0.738 0.346
C 1.377 -3.140 0.108
B -0.794 -0.437 0.010
H -3.025 1.126 -0.634
H -5.320 0.354 0.003
H 3.003 1.372 1.783
H 0.704 -3.759 -0.407
H 2.334 -3.636 -0.212
H -3.002 0.618 0.954
H 3.009 -0.987 0.744
H 3.142 2.420 0.394
H -4.568 -1.167 0.500
H 1.573 2.377 1.221
H -4.786 -0.522 -1.219
H 2.270 1.766 -1.772
H 0.900 0.352 -1.854
H 0.468 1.879 -1.160
H 1.202 -3.533 1.183
```

As for the molecular weight: 170.02 g/mol. Its energy is -15358.0628 eV.

Löwdin population analysis, charges in e, atoms 1 to 5: atom 1 (O): 0.114, atom 2 (O): 0.077, atom 3 (O): 0.051, atom 4 (C): -0.055, atom 5 (C): -0.050



No. 3
The following is a DFT calculation (wB97M-V/def2-TZVPD) of a gas-phase ion, C6H13N (charge +1).

The geometry in XYZ format:
```
20
Properties=species:S:1:pos:R:3
N 1.917 -0.459 -1.544
C -1.374 0.333 -0.416
C 1.531 1.137 1.225
C 0.605 -0.069 1.308
C -0.042 -0.240 -0.067
C -2.609 -0.496 0.063
C 0.710 -0.838 -1.105
H 2.270 -1.101 -2.237
H -3.441 -0.241 -0.591
H 2.537 0.728 1.185
H 1.406 1.902 1.995
H -1.451 0.158 -1.484
H -2.825 -0.562 1.159
H -1.523 1.395 -0.092
H 1.038 -1.012 1.657
H 1.510 1.880 0.358
H 2.295 0.471 -1.452
H -2.369 -1.538 -0.174
H 0.096 -1.547 -1.687
H -0.281 0.097 1.898
```

As for the molecular weight: 99.18 g/mol. The total charge is +1. Its energy is -7913.8316 eV. Its multiplicity is 2.

Löwdin population analysis, charges in e, atoms 1 to 5: atom 1 (N): 0.214, atom 2 (C): -0.178, atom 3 (C): -0.084, atom 4 (C): -0.159, atom 5 (C): -0.168



No. 4
The following is a DFT calculation (wB97M-V/def2-TZVPD) of 2 unconnected molecules or ions with the total composition C4H10N3.

The geometry in XYZ format:
```
17
Properties=species:S:1:pos:R:3
N 1.959 1.259 0.419
N 1.036 -0.801 -0.282
N -0.640 -1.988 0.938
C 1.769 0.431 -0.673
C -2.484 0.269 -0.314
C -3.425 0.622 -1.053
C 0.075 -0.864 0.662
H 1.519 2.194 0.469
H -0.034 0.000 1.339
H 2.605 0.054 -1.154
H 1.278 -1.695 -0.835
H -1.239 -1.958 1.727
H 1.174 0.877 -1.534
H -4.044 0.294 -1.972
H -0.685 -2.819 0.365
H 2.960 1.413 0.776
H -4.256 1.187 -0.531
```

As for the molecular weight: 100.14 g/mol. The total charge is +1. Its energy is -8766.9635 eV. Its multiplicity is 3.

Löwdin population analysis, charges in e, atoms 1 to 5: atom 1 (N): 0.017, atom 2 (N): 0.056, atom 3 (N): 0.173, atom 4 (C): -0.280, atom 5 (C): 0.099



No. 5
The following is a DFT calculation (wB97M-V/def2-TZVPD) of a molecular structure, C32H30BiN5O3.

The geometry in XYZ format:
```
71
Properties=species:S:1:pos:R:3
Bi -0.623 1.563 0.251
O -2.815 0.148 1.775
O -0.203 -0.510 -4.798
O -5.186 -2.385 -2.257
N -2.490 0.898 -0.758
N -1.585 0.075 -2.758
N -3.827 -0.147 -2.345
N 1.561 1.466 1.697
N -0.094 -0.579 1.004
C -5.254 -2.606 -4.685
C 1.195 -2.124 2.254
C 1.790 1.308 -1.679
C -6.032 -3.531 -2.133
C 1.637 0.342 2.422
C -4.922 1.354 2.014
C -2.627 0.288 -1.942
C 3.003 2.561 3.249
C -5.699 2.605 0.105
C -4.142 -0.783 -3.582
C 0.465 -0.888 -6.005
C 2.508 0.975 -2.810
C 0.521 0.083 -3.821
C -0.788 -1.595 0.472
C -0.533 -2.908 0.802
C 3.067 1.406 4.010
C -4.880 -1.969 -3.510
C -2.918 -0.298 3.127
C 0.888 -0.821 1.889
C 2.374 0.279 3.595
C -5.862 2.184 1.416
C -3.823 0.929 1.283
C 1.874 0.357 -3.884
C 2.226 2.548 2.102
C -3.665 1.324 -0.049
C 0.479 -3.175 1.710
C -0.218 0.425 -2.670
C -4.180 -0.876 -5.982
C -3.821 -0.225 -4.810
C -4.596 2.185 -0.620
C 0.420 1.034 -1.600
C -4.892 -2.062 -5.911
H -3.930 -0.441 -6.939
H -5.189 -2.570 -6.819
H -3.813 -0.906 3.267
H 2.399 -0.624 4.187
H -1.793 -0.452 -3.600
H -1.113 -3.701 0.352
H -4.547 -0.188 -1.637
H -4.455 2.519 -1.641
H 3.533 3.458 3.535
H 3.646 1.382 4.923
H 0.718 -4.194 1.987
H 2.442 0.098 -4.766
H -5.054 1.049 3.042
H 3.566 1.190 -2.867
H -0.295 -1.335 -6.637
H -6.719 2.510 1.988
H -2.929 0.544 3.820
H -5.826 -3.521 -4.655
H 2.138 3.433 1.482
H -6.992 -3.359 -2.619
H -6.185 -3.674 -1.068
H 0.887 -0.014 -6.501
H -3.311 0.731 -4.853
H 2.299 1.776 -0.846
H -2.039 -0.912 3.309
H 2.006 -2.315 2.941
H -1.574 -1.332 -0.220
H -5.554 -4.415 -2.556
H -6.423 3.267 -0.350
H 1.248 -1.619 -5.800
```

As for the molecular weight: 741.60 g/mol. The total charge is +2. Its energy is -53090.8467 eV.

Löwdin population analysis, charges in e, atoms 1 to 5: atom 1 (Bi): 1.884, atom 2 (O): -0.191, atom 3 (O): -0.092, atom 4 (O): -0.082, atom 5 (N): -0.109